No. 1
# C8H13N2OP

A 2-piece molecular cluster, C8H13N2OP overall (ωB97M-V/def2-TZVPD, the OMol25 dataset).

HOMO (alpha / beta) ... -7.2 / -9.5 eV
Gap between HOMO and LUMO (alpha / beta) ... 7.087 / 9.367 eV

Geometry as XYZ:
```
25
Properties=species:S:1:pos:R:3:forces:R:3
C -1.205 0.134 2.425 -0.6 -0.1 2.1
H -2.431 -0.455 -3.112 -0.3 -0.2 -0.1
H -1.519 1.163 -1.354 -0.6 -2.0 -0.1
H -0.291 2.657 4.329 0.1 1.9 1.6
H 1.164 1.700 0.501 -1.1 -0.6 -0.6
C 0.355 1.513 1.223 1.7 1.7 1.5
H 3.008 -2.361 -2.151 0.4 0.8 0.2
H 2.891 -0.417 -1.054 -1.1 0.8 -0.3
H 1.917 -1.554 -3.355 0.0 -0.8 0.9
C 0.474 2.402 2.301 -2.0 -0.2 0.3
H -1.778 0.822 4.442 1.7 0.3 -1.9
C -0.492 0.422 1.322 0.8 -0.2 -3.0
H 1.311 -2.404 -1.800 0.9 1.4 -0.9
H -2.002 -1.752 -1.815 -1.0 0.9 -1.2
N -1.671 0.124 -1.217 0.0 2.6 -0.4
H -3.535 -0.840 -1.553 1.7 0.4 -1.7
C 2.134 -1.706 -2.257 -2.3 -1.5 -1.2
H -1.779 -0.764 2.605 -0.1 -0.1 -0.7
P -0.644 -0.603 -0.181 1.3 -0.9 1.4
C -2.481 -0.747 -2.073 -0.7 -1.3 2.8
C -0.375 2.160 3.434 2.0 -0.6 -2.2
O -1.081 -1.976 0.199 0.0 -0.2 -0.3
H 1.036 3.332 2.156 0.1 -0.6 0.5
C -1.091 1.007 3.501 -2.7 -0.8 1.9
N 2.070 -0.375 -1.717 1.6 -0.7 1.5
```
Forces are in eV/Å.

Mulliken population analysis, charges in e, atoms 1 to 8:
1 C -0.3487
2 H 0.3193
3 H 0.2739
4 H 0.4231
5 H 0.3020
6 C -0.3465
7 H 0.3501
8 H 0.2294

=====

No. 2
# C43H58N7O

A 6-piece molecular cluster, C43H58N7O overall (ωB97M-V/def2-TZVPD, the OMol25 dataset).

HOMO ... -11.0 eV
Gap between HOMO and LUMO ... 6.854 eV
Net charge ... +1

Geometry as XYZ:
```
109
Properties=species:S:1:pos:R:3:forces:R:3
H 10.051 -3.181 -1.124 0.0 0.0 0.0
C -9.695 -1.680 5.592 0.0 0.0 0.0
C 2.444 2.801 -5.076 0.1 -0.1 0.2
H 4.759 -1.176 -0.123 -0.1 -0.1 0.0
H 6.641 2.481 -3.765 -0.1 0.1 0.1
C -1.930 0.044 -2.951 -0.2 0.0 0.1
C -7.599 -0.853 0.053 0.0 0.0 0.0
C 9.470 6.122 -0.342 0.0 0.0 0.0
N 6.706 -2.891 -1.271 0.0 0.1 0.0
O -3.764 2.518 -0.887 0.0 -0.1 -0.2
H -7.784 -1.857 0.411 0.0 0.0 0.0
C -8.475 -7.025 9.363 0.0 0.0 0.0
C 7.325 -4.866 -0.064 0.0 0.0 0.0
C 5.618 2.420 -1.844 0.1 -0.3 0.1
C -0.833 -2.073 -3.124 0.0 -0.2 0.0
H 0.335 2.598 -4.553 0.0 -0.1 0.0
C 3.683 3.055 -4.197 -0.1 0.0 -0.1
H 10.213 6.604 -0.963 0.0 0.0 0.0
C 4.633 1.859 -4.221 0.0 0.0 -0.1
C -7.682 -1.923 3.796 0.0 0.0 0.0
H -4.592 2.328 -1.346 0.0 0.0 0.1
H 6.758 4.379 1.659 0.0 0.0 0.0
H -9.846 -6.413 10.908 0.0 0.0 0.0
C -2.301 3.352 -2.632 -0.1 -0.1 -0.1
C -7.945 -6.677 8.131 0.0 0.0 0.0
H -10.781 -0.981 3.875 0.0 0.0 0.0
H 2.084 3.732 -5.515 0.0 -0.1 0.1
H 2.766 -1.213 -1.878 0.1 -0.1 0.0
H -3.768 0.313 -1.926 0.0 0.0 -0.1
N 7.417 4.894 -0.217 0.0 0.0 0.0
N -0.902 0.648 -3.527 -0.2 0.1 0.0
C -6.652 -0.615 -0.929 0.0 0.0 0.0
C -9.405 -6.182 9.948 0.0 0.0 0.0
C 7.546 4.883 1.109 0.0 0.0 0.0
H -9.041 0.058 1.345 0.0 0.0 0.0
H -7.219 -7.305 7.634 0.0 0.0 0.0
C -2.686 2.170 -1.745 -0.2 0.0 0.1
C -7.076 1.617 -0.914 0.1 0.1 -0.1
H 1.447 2.299 -3.217 -0.2 0.0 0.0
H -6.468 -2.648 5.410 0.0 0.0 0.0
C 1.287 2.139 -4.289 0.1 0.1 -0.1
H 4.611 2.824 -1.717 0.0 0.0 -0.1
N -8.853 -1.465 3.359 0.0 0.0 0.0
C -8.370 -5.496 7.540 0.0 0.0 0.0
H -2.462 4.271 -2.069 0.1 0.0 0.0
H 3.835 1.720 0.033 0.1 0.0 0.0
C 5.856 1.385 -0.715 0.0 0.2 0.1
H -7.978 -5.191 6.575 0.0 0.0 0.0
H -2.934 3.387 -3.524 0.0 0.0 0.1
H 4.990 1.754 -5.253 0.0 -0.1 0.1
C -7.441 -2.281 5.114 0.0 0.0 0.0
H -2.783 -1.821 -2.274 0.0 0.0 0.0
H 6.229 0.877 -3.218 0.1 0.1 -0.1
H 4.063 0.947 -4.012 0.0 0.1 0.0
C 5.849 1.903 -3.282 -0.1 -0.1 0.1
H 4.203 3.959 -4.527 0.0 -0.1 0.0
H -6.084 -1.437 -1.353 0.0 0.0 0.0
C -9.835 -1.352 4.253 0.0 0.0 0.0
C 8.607 5.468 1.781 0.0 0.0 0.0
N 0.126 -0.075 -3.893 0.0 -0.2 0.1
H -1.855 1.920 -1.077 0.0 0.0 0.0
C -8.471 -2.156 6.033 0.0 0.0 0.0
C -8.034 1.488 0.078 0.0 -0.1 0.0
C 6.388 -3.992 -0.592 0.0 0.0 0.0
H 2.154 0.168 -4.186 -0.1 0.0 -0.1
H 2.740 2.147 -5.905 -0.1 0.2 -0.1
C 8.369 5.507 -0.917 0.0 0.0 0.0
H -0.768 -3.142 -2.976 0.0 0.0 0.0
H 6.562 1.834 -0.010 0.0 -0.1 -0.1
H -6.848 2.594 -1.328 -0.1 0.0 0.0
C 3.523 -0.435 -1.730 0.0 0.2 0.0
N -9.262 -4.676 8.091 0.0 0.0 0.0
C 0.214 -1.388 -3.714 0.3 0.0 -0.1
H 1.126 -1.865 -4.051 -0.1 0.1 0.0
H -10.493 -4.344 9.700 0.0 0.0 0.0
H 8.242 5.505 -1.995 0.0 0.0 0.0
C 9.016 -3.442 -0.954 0.0 0.0 0.0
H 5.327 -4.182 -0.465 0.0 0.0 0.0
H 8.238 -1.730 -1.994 0.0 0.0 0.0
C -8.306 0.221 0.569 0.0 0.1 0.0
C 9.591 6.101 1.038 0.0 0.0 0.0
H -10.529 -1.572 6.272 0.0 0.0 0.0
C 4.011 -0.394 -0.279 -0.1 0.2 -0.2
H 4.344 -0.616 -2.429 0.0 0.0 0.1
H -3.620 1.212 -3.449 -0.1 -0.1 0.1
C 8.669 -4.584 -0.250 0.0 0.0 0.0
H -8.553 2.360 0.452 0.0 0.0 0.0
H 3.074 0.532 -1.998 0.0 -0.1 0.0
H -1.263 3.296 -2.959 0.0 0.0 0.0
H 3.153 -0.585 0.375 0.2 -0.1 0.1
C 8.001 -2.632 -1.440 0.0 0.0 0.0
C -9.765 -5.025 9.274 0.0 0.0 0.0
H 1.165 0.436 -5.629 -0.1 0.0 0.0
H 9.431 -5.242 0.147 0.0 0.0 0.0
H 7.006 -5.745 0.480 0.0 0.0 0.0
C -1.927 -1.350 -2.740 -0.2 0.3 0.1
H -6.895 -2.002 3.052 0.0 0.0 0.0
H 6.300 3.251 -1.661 -0.2 0.0 0.0
H -8.169 -7.938 9.857 0.0 0.0 0.0
H -8.332 -2.433 7.069 0.0 0.0 0.0
N -6.382 0.596 -1.418 0.0 0.0 0.1
C -3.089 0.907 -2.539 0.4 -0.1 -0.1
H 4.897 0.911 1.162 0.0 0.0 0.0
H 3.333 3.248 -3.180 0.1 0.1 0.0
H 8.658 5.428 2.860 0.0 0.0 0.0
H 10.435 6.570 1.525 0.0 0.0 0.0
C 1.247 0.648 -4.561 0.3 -0.1 0.0
C 4.621 0.957 0.104 -0.1 -0.1 0.0
H 6.357 0.499 -1.121 0.0 0.0 0.1
```
Forces are in eV/Å.

Mulliken population analysis, charges in e, atoms 1 to 8:
1 H 0.3580
2 C -0.6269
3 C -1.0929
4 H 0.1673
5 H 0.4611
6 C -0.1758
7 C -0.6370
8 C -0.6093

=====

No. 3
# C5H11O3Sn

C5H11O3Sn as an isolated structure (ωB97M-V/def2-TZVPD, the OMol25 dataset).

HOMO ... -11.3 eV
Gap between HOMO and LUMO ... 7.187 eV
Net charge ... +1

Geometry as XYZ:
```
20
Properties=species:S:1:pos:R:3:forces:R:3
H -1.390 2.481 2.823 0.0 -0.3 -0.5
O 1.369 -0.959 -0.673 3.1 -3.7 -4.7
O -0.240 1.056 1.906 -2.6 3.7 6.7
H 1.602 1.194 -2.345 -0.2 -0.1 0.0
C 2.014 -2.186 -0.334 0.7 -1.1 0.1
O -0.162 1.067 -1.253 -1.6 2.2 -2.4
C 0.969 -0.853 -2.043 0.0 -0.4 -1.1
H -3.491 1.265 2.638 0.4 -0.3 0.1
H 0.152 0.702 -3.279 0.1 0.0 0.3
H -0.421 2.008 -1.342 0.0 -0.3 -0.2
Sn 0.386 0.250 0.482 1.8 -1.8 1.7
H 1.919 -2.320 0.748 0.0 0.0 -0.2
H 3.073 -2.130 -0.613 -0.3 0.0 0.1
H 0.078 -1.479 -2.195 0.2 0.1 -0.1
H 1.779 -1.203 -2.696 -0.2 0.1 0.1
C -1.406 1.478 2.366 -2.7 1.0 1.2
H -2.568 -0.298 2.141 -0.1 0.4 -0.2
C -2.559 0.774 2.355 0.9 0.3 0.0
C 0.677 0.603 -2.322 0.7 -0.1 -1.2
H 1.530 -3.019 -0.861 0.1 0.2 0.2
```
Forces are in eV/Å.

Mulliken population analysis, charges in e, atoms 1 to 8:
1 H 0.3418
2 O -0.0901
3 O -0.4462
4 H 0.3350
5 C -0.6528
6 O -0.4336
7 C -0.5025
8 H 0.2421

=====

No. 4
# C3H8N2

A 2-piece molecular cluster, C3H8N2 overall (ωB97M-V/def2-TZVPD, the OMol25 dataset).

HOMO ... -8.3 eV
Structure (SMILES) ... C=CN.C=N
Gap between HOMO and LUMO ... 9.320 eV

Geometry as XYZ:
```
13
Properties=species:S:1:pos:R:3:forces:R:3
C -0.745 -2.123 -0.337 -0.1 -0.8 0.3
H -2.557 0.485 -0.985 -0.6 0.0 0.2
H 0.900 1.684 0.913 0.3 0.0 0.7
N 1.644 2.381 1.058 -0.2 -0.3 -1.4
C 2.783 1.896 0.765 -0.5 0.7 1.6
H 0.191 -2.595 -0.583 0.0 0.1 -0.8
C -1.285 -1.054 -0.907 -0.1 1.1 0.1
H 3.600 2.617 0.805 0.3 -0.4 -0.2
H -0.920 -0.552 -1.821 0.4 -0.6 0.6
N -2.316 -0.270 -0.369 0.6 -0.1 -0.8
H -1.250 -2.656 0.463 -0.1 0.4 0.3
H -3.034 -0.640 0.226 0.0 -0.1 0.0
H 2.989 0.828 0.771 0.1 -0.1 -0.8
```
Forces are in eV/Å.

Mulliken population analysis, charges in e, atoms 1 to 8:
1 C -0.8292
2 H 0.2047
3 H 0.2660
4 N -0.4881
5 C -0.2508
6 H 0.2541
7 C 0.1900
8 H 0.2432

=====

No. 5
# C19H23AgNO4Sb2

C19H23AgNO4Sb2 as an isolated structure (ωB97M-V/def2-TZVPD, the OMol25 dataset).

HOMO ... -5.2 eV
Gap between HOMO and LUMO ... 7.905 eV
Net charge ... -1

Geometry as XYZ:
```
50
Properties=species:S:1:pos:R:3:forces:R:3
C -4.388 -0.177 0.332 0.0 0.0 0.0
C 3.219 -1.362 -0.409 0.0 0.0 0.0
O -3.309 -0.824 0.394 0.0 0.0 0.0
C -5.308 3.520 0.278 0.0 0.0 0.0
C -1.508 -2.957 -1.118 0.0 0.0 0.0
C 3.694 2.383 1.845 0.0 0.0 0.0
C -1.525 3.872 0.389 0.0 0.0 0.0
H -6.375 1.629 0.252 0.0 0.0 0.0
H 1.494 2.589 -0.832 0.0 0.0 0.0
H 4.454 -1.361 -3.587 0.0 0.0 0.0
H 3.294 3.396 1.875 0.0 0.0 0.0
C -4.271 1.366 0.327 0.0 0.0 0.0
H 1.648 0.910 -1.399 0.0 0.0 0.0
C 1.278 -2.716 0.542 0.0 0.0 0.0
H -1.336 -4.010 -0.888 0.0 0.0 0.0
H -6.195 4.142 0.244 0.0 0.0 0.0
H 3.402 -1.324 1.738 0.0 0.0 0.0
H -1.008 -2.270 3.014 0.0 0.0 0.0
O -5.542 -0.617 0.275 0.0 0.0 0.0
H 4.784 -0.294 -1.395 0.0 0.0 0.0
C -1.470 -2.682 2.117 0.0 0.0 0.0
N -3.066 1.937 0.363 0.0 0.0 0.0
H -1.068 -2.717 -2.084 0.0 0.0 0.0
Sb -0.669 -1.728 0.397 0.0 0.0 0.0
C 3.826 -1.640 -2.750 0.0 0.0 0.0
O -0.550 3.054 0.384 0.0 0.0 0.0
H 3.114 1.869 -1.117 0.0 0.0 0.0
C -4.050 4.097 0.315 0.0 0.0 0.0
H 2.685 -3.093 -3.853 0.0 0.0 0.0
H 1.674 -2.477 1.529 0.0 0.0 0.0
H 1.284 -3.698 -1.920 0.0 0.0 0.0
Sb 2.108 1.037 1.265 0.0 0.1 0.0
H -3.891 5.166 0.314 0.0 0.0 0.0
C -2.941 3.265 0.356 0.0 0.0 0.0
H 4.510 2.344 1.121 0.0 0.0 0.0
O -1.457 5.100 0.417 0.0 0.0 0.0
H -2.573 -2.737 -1.124 0.0 0.0 0.0
C 2.840 -2.605 -2.899 0.0 0.0 0.0
C 4.007 -1.041 -1.516 0.0 0.0 0.0
C 3.471 -0.651 0.883 0.0 0.0 0.0
H 4.076 2.126 2.833 0.0 0.0 0.0
H 1.066 -3.786 0.515 0.0 0.0 0.0
H 4.471 -0.214 0.877 0.0 0.0 0.0
C 2.052 -2.941 -1.810 0.0 0.0 0.0
H -1.282 -3.755 2.072 0.0 0.0 0.0
C 2.211 -2.332 -0.563 0.0 0.0 0.1
C -5.424 2.140 0.283 0.0 0.0 0.0
C 2.095 1.683 -0.775 0.0 0.0 0.0
H -2.538 -2.477 2.122 0.0 0.0 0.0
Ag -1.014 0.859 0.372 0.0 -0.1 0.0
```
Forces are in eV/Å.

Mulliken population analysis, charges in e, atoms 1 to 8:
1 C -0.2312
2 C 0.9260
3 O -0.5529
4 C -0.2443
5 C -1.2560
6 C -1.4012
7 C 0.3241
8 H 0.4868